82
Properties=species:S:1:pos:R:3:forces:R:3:lowdin_charge:R:1 method="wB97M-V/def2-TZVPD" lumo_ha=-0.25013 charge=+2 e_tot_ev=-124732.5945 orbital_gap_ha=0.1630 spin_multiplicity=1 relative_energy_ev=0.000 e_homo_ev=-11.241
N -6.4116 5.1053 -4.5100 0.187 -0.345 0.062 0.080
C -6.3095 5.7189 -3.3297 0.517 -0.294 0.295 -0.112
C -5.3576 5.3691 -2.3553 0.182 -0.204 -0.235 0.005
C -4.4364 4.3113 -2.6061 -0.557 1.025 -1.531 -0.202
C -4.5956 3.6593 -3.8667 -0.010 0.288 0.124 0.001
C -5.5839 4.0894 -4.7695 0.344 0.019 0.434 -0.110
C -3.3864 3.8506 -1.7116 -0.038 0.315 -0.230 -0.027
Sr -0.4189 2.6551 0.6224 0.883 -0.896 0.814 1.455
P 5.5036 -0.5990 0.3644 1.646 -0.431 0.314 0.931
C -2.2651 3.1871 -2.1570 -0.248 0.303 -0.367 -0.100
C -1.8244 1.9055 -1.6629 1.346 -0.014 1.578 -0.342
C -0.5653 1.3944 -2.0902 -0.431 0.420 -0.184 -0.088
C -0.1706 0.0990 -1.7694 0.223 -1.103 0.428 -0.107
C -0.7685 -0.5805 -0.6663 -1.662 0.848 -0.747 -0.449
C -1.8581 0.0934 -0.0261 -0.086 -1.104 -0.117 -0.197
C -2.4734 1.1967 -0.5994 0.138 0.411 -0.640 -0.120
Br 1.3044 0.0370 1.0392 0.368 0.915 0.505 0.195
H -3.5072 4.0902 -0.6585 -0.579 -0.894 0.322 0.117
H -1.7308 3.5682 -3.0366 -0.858 -0.592 -0.327 0.135
H -5.3184 5.9662 -1.4462 0.055 -0.232 -0.067 0.113
H -3.9551 2.8196 -4.1568 -0.263 0.296 0.249 0.112
H -7.0126 6.5403 -3.1674 0.298 -0.254 0.088 0.120
H -5.6974 3.5937 -5.7439 0.050 0.252 0.491 0.121
H 0.0509 2.0830 -2.6998 -0.370 -0.932 -0.103 0.142
H -3.4663 1.5075 -0.2722 0.260 0.062 0.126 0.130
H 0.6512 -0.3838 -2.3263 -0.330 0.468 0.529 0.131
H -2.2757 -0.3351 0.9057 0.091 0.240 -0.787 0.100
P -0.7873 -2.3769 -0.2668 0.488 -0.046 -0.016 0.999
C 4.8463 1.0801 0.6285 -0.124 0.153 -0.144 -0.472
C 5.9426 2.0768 0.2238 -0.167 0.159 0.121 -0.187
H 4.5959 1.1883 1.6947 0.030 -0.039 -0.245 0.071
H 3.9236 1.1848 0.0430 0.058 0.285 0.176 0.021
H 5.6812 3.0944 0.5250 0.037 0.011 -0.093 0.061
H 6.8903 1.8097 0.7075 -0.225 0.090 -0.126 0.063
H 6.1103 2.0744 -0.8587 -0.003 -0.031 0.149 0.066
C 4.8439 -1.1498 -1.2428 -0.219 0.147 0.002 -0.452
C 5.7041 -2.2672 -1.8314 -0.064 -0.032 -0.208 -0.174
H 4.8418 -0.2724 -1.8991 -0.051 -0.124 -0.040 0.075
H 3.8101 -1.4722 -1.0811 -0.168 0.005 -0.289 0.043
H 5.3969 -2.4861 -2.8559 0.013 -0.078 0.012 0.065
H 6.7613 -1.9900 -1.8524 -0.147 0.046 0.034 0.067
H 5.6250 -3.1930 -1.2568 -0.015 0.065 0.042 0.064
C 4.6110 -1.6522 1.5622 -0.313 0.079 0.064 -0.464
C 5.4650 -1.9250 2.8089 -0.235 -0.176 0.015 -0.175
H 4.3786 -2.5973 1.0428 -0.044 0.229 0.224 0.072
H 3.6716 -1.1221 1.7977 0.212 -0.523 0.117 -0.018
H 4.9063 -2.5578 3.5081 0.150 0.094 0.006 0.063
H 6.3919 -2.4508 2.5416 -0.241 0.210 0.057 0.070
H 5.7366 -1.0001 3.3339 -0.038 -0.167 -0.162 0.066
C -0.5916 -2.7488 1.5038 0.045 0.436 0.552 -0.346
C -1.1580 -4.0974 1.9921 -0.016 -0.112 -0.191 -0.103
H -1.0352 -1.9097 2.0538 0.071 -0.090 -0.015 0.070
H 0.4792 -2.7030 1.7550 -0.252 0.185 -0.476 0.070
H -2.1858 -4.0092 2.3692 0.311 -0.061 -0.222 0.080
H -1.1339 -4.8439 1.1899 -0.081 -0.030 0.240 0.073
H -0.5193 -4.4744 2.8058 -0.314 0.150 -0.305 0.092
C 0.4707 -3.2858 -1.1901 0.127 0.300 0.493 -0.300
C 0.0917 -3.3407 -2.6661 0.208 -0.221 -0.367 -0.123
H 0.5199 -4.3020 -0.7494 0.000 0.489 -0.169 0.115
H 1.4286 -2.7804 -0.9578 -0.307 -0.226 -0.269 0.093
H -0.7395 -4.0406 -2.7942 0.179 0.138 -0.186 0.080
H -0.2058 -2.3717 -3.0814 0.028 -0.142 0.131 0.066
H 0.9370 -3.6935 -3.2616 -0.142 -0.045 0.081 0.094
C -2.4019 -2.9517 -0.8770 0.011 -0.042 -0.257 -0.307
C -3.6338 -2.5773 -0.0531 -0.609 0.119 0.204 -0.117
H -2.3234 -4.0432 -0.9831 0.092 0.229 0.065 0.104
H -2.5164 -2.5409 -1.8935 0.205 -0.257 0.262 0.108
H -4.1573 -1.7183 -0.4952 0.248 -0.162 0.227 0.081
H -4.3549 -3.4046 -0.0655 0.233 0.184 0.027 0.094
H -3.4225 -2.3516 1.0005 -0.022 -0.098 -0.242 0.063
C 0.9210 1.4522 4.3925 0.432 0.133 -0.044 -0.020
C -0.4911 1.2739 4.0082 -0.661 0.089 -0.510 -0.420
N -1.1679 1.7548 2.9568 0.090 0.044 0.322 -0.068
C -2.4930 1.3344 3.1137 0.662 -0.245 0.717 -0.155
C -2.5807 0.5850 4.2581 -0.198 0.200 -0.421 -0.061
N -1.3108 0.5602 4.8029 -0.436 0.079 -0.344 0.120
H 0.9859 2.2393 5.1614 0.152 -0.263 -0.259 0.105
H 1.2822 0.5003 4.8146 0.104 0.457 -0.161 0.102
H 1.5389 1.7117 3.5225 -0.133 -0.117 0.363 0.043
H -3.2652 1.6381 2.4118 0.115 -0.224 0.311 0.102
H -3.4206 0.0877 4.7116 0.038 0.037 0.056 0.121
H -1.0147 0.1132 5.6671 -0.273 0.148 -0.336 0.182